Entry from the OMol25 dataset: a molecular structure, C31H64LuP2Si2 at a distorted geometry (ωB97M-V/def2-TZVPD).

Geometry (Å):
Lu 0.19 1.56 -0.62
P -0.75 0.96 2.01
P -1.03 -0.47 -2.29
Si 1.51 -4.32 1.33
Si -1.61 -4.03 0.98
C 2.70 3.05 1.39
C -2.95 -2.76 1.42
C 2.38 1.17 -3.36
C -2.75 -1.00 -1.92
C -2.41 4.88 0.33
C 1.30 -6.11 0.74
C -0.69 -0.51 3.11
C 3.24 -3.84 0.73
C 1.70 -4.27 3.22
C 2.34 2.46 -1.11
C 2.36 2.12 0.29
C -1.86 2.84 -1.20
C -0.63 4.67 -2.45
C 2.23 1.25 -1.87
C 0.09 -3.28 0.78
C 2.49 -0.12 1.61
C 2.20 0.15 -0.95
C -2.55 1.30 1.98
C -0.82 3.24 -2.02
C 0.06 5.16 0.00
C -2.89 3.80 -0.68
C -1.73 -5.26 2.43
C 2.26 0.69 0.38
C -1.25 0.16 -4.00
C 2.60 3.79 -1.71
C -2.12 -4.94 -0.58
C -0.98 4.79 0.77
C 2.40 -1.28 -1.27
C -0.10 5.67 -1.40
C -0.20 2.23 3.22
C -0.37 -2.15 -2.63
H -3.40 -0.12 -1.77
H -0.02 3.18 2.72
H 0.38 -6.60 1.06
H -2.18 1.78 -1.19
H -0.28 0.45 -4.43
H 3.77 3.31 1.37
H -1.70 -0.62 -4.63
H -1.23 -0.28 4.04
H 0.15 -2.20 0.64
H -2.68 -5.79 2.32
H -0.18 -2.68 -1.69
H -0.77 6.56 -1.42
H 2.12 0.38 2.52
H 0.74 -4.31 3.75
H -2.94 -5.64 -0.34
H 2.30 -5.13 3.57
H -2.97 1.07 2.97
H -3.04 4.80 1.24
H -3.91 -3.15 1.06
H 0.35 -0.76 3.36
H -1.90 1.05 -4.00
H 1.64 -1.91 -0.78
H -2.63 5.87 -0.09
H 3.37 -1.64 -0.92
H -2.48 -4.26 -1.36
H -3.69 3.23 -0.20
H 1.99 -1.10 1.54
H -0.93 -6.01 2.48
H 0.88 6.04 -1.73
H -0.99 2.36 3.98
H -1.29 -5.52 -1.00
H 3.65 3.91 -2.03
H 0.72 1.92 3.71
H -0.83 4.53 1.82
H 0.07 4.67 -3.29
H -1.57 5.07 -2.85
H 3.56 -0.31 1.77
H -1.75 -4.72 3.39
H -1.11 -2.73 -3.22
H 1.85 1.99 -3.87
H 2.23 -3.36 3.54
H -3.05 0.68 1.22
H 3.58 -2.86 1.10
H -2.78 -1.62 -1.02
H -1.15 -1.39 2.64
H 2.34 -1.46 -2.35
H 1.05 5.25 0.44
H -2.79 -1.77 0.98
H 1.34 -6.15 -0.35
H 0.56 -2.09 -3.21
H 3.44 1.25 -3.65
H -3.35 4.34 -1.52
H 3.31 -3.83 -0.37
H -3.04 -2.64 2.51
H -0.31 2.49 -2.68
H -3.14 -1.58 -2.78
H 2.00 0.22 -3.77
H 3.96 -4.58 1.10
H 2.39 4.59 -0.99
H 1.97 3.95 -2.60
H 2.14 -6.71 1.12
H -2.73 2.36 1.74
H 2.49 2.61 2.38
H 2.14 3.99 1.31

As for the lowest unoccupied orbital energy (alpha / beta): -4.586 / -4.586 eV. The HOMO-LUMO gap (alpha / beta) comes out at 2.64 / 2.64 eV. The spin multiplicity is 1. Its total charge is +1. The value obtained for the electronic energy is -101132.754 eV.

These are the Mulliken partial charges, in e, on atoms 1 to 99: Lu 0.1487; P 1.3915; P 1.5648; Si -0.2048; Si 0.4646; C -1.0930; C -0.8263; C -1.3043; C -1.1996; C -1.4342; C -1.0710; C -0.8820; C -1.0730; C -1.0799; C 0.0941; C 0.4712; C 0.2278; C -1.3697; C 0.4391; C 0.7221; C -0.3770; C -0.0418; C -1.2157; C 0.4793; C -0.4118; C -1.3587; C -1.2031; C 0.0307; C -1.5494; C -1.1345; C -1.0775; C -0.2191; C -0.6118; C -1.7247; C -1.3751; C -1.1048; H 0.4435; H -0.0122; H 0.2878; H -0.2487; H 0.3062; H 0.2631; H 0.4823; H 0.6058; H 0.0208; H 0.3754; H -0.0631; H 0.5659; H 0.2796; H 0.2916; H 0.4103; H 0.3570; H 0.5757; H 0.4306; H 0.4854; H 0.3633; H 0.3498; H -0.4209; H 0.4305; H 0.3726; H 0.2213; H 0.5007; H -0.4634; H 0.2797; H 0.3265; H 0.5086; H 0.2620; H 0.3494; H 0.4276; H 0.7468; H 0.5820; H 0.5141; H 0.4038; H 0.2894; H 0.5688; H 0.2789; H 0.2951; H 0.1813; H 0.1967; H -0.0531; H -0.4516; H 0.4293; H 1.1260; H -0.3850; H 0.2747; H 0.4079; H 0.3243; H 0.4945; H 0.2737; H 0.3892; H 0.5767; H 0.4843; H 0.3610; H 0.4712; H 0.5229; H 0.2082; H 0.3223; H 0.1480; H 0.3957

***

Entry from the OMol25 dataset: 7 unconnected molecules or ions with the total composition C42H100O23P2 at a distorted geometry (ωB97M-V/def2-TZVPD).

Geometry (Å):
P 5.09 -20.26 -7.84
P -0.94 -14.63 -2.49
O -5.82 -16.92 -5.87
O -2.41 -14.84 -3.19
O -0.18 -13.51 -3.45
O 5.14 -19.52 -6.42
O 8.87 -14.30 -13.82
O -2.21 -13.68 -16.50
O 6.81 -14.74 -25.52
O 0.95 -18.40 -16.86
O 6.46 -20.59 -8.48
O 4.88 -15.19 -14.91
O 4.11 -21.53 -7.43
O -0.93 -14.33 -1.03
O -0.24 -16.03 -2.95
O 10.17 -11.85 -18.55
O 4.14 -19.33 -8.79
O 6.20 -14.77 -19.19
O 10.29 -13.93 -16.66
O 3.73 -14.63 -11.94
O -7.10 -19.57 -5.61
O -2.61 -17.52 -7.46
O -0.97 -15.87 -14.92
O 2.37 -15.55 -9.54
O 7.33 -14.76 -22.61
C 10.66 -14.72 -15.51
C -2.11 -17.53 -8.80
C 2.09 -16.13 -8.29
C 6.27 -14.33 -20.48
C -2.36 -15.37 -14.64
C 8.81 -11.98 -18.02
C 4.43 -18.31 -11.03
C 10.94 -13.06 -18.73
C 2.00 -14.06 -4.27
C 0.82 -18.00 -18.19
C 6.07 -18.47 -6.16
C -3.58 -14.45 -2.52
C -3.01 -14.61 -15.77
C 4.68 -22.37 -6.37
C 3.59 -13.71 -10.82
C -3.65 -12.93 -2.30
C 5.89 -15.46 -13.94
C 0.62 -17.38 -15.95
C 6.31 -15.28 -26.75
C -1.37 -18.12 -3.00
C 11.40 -13.54 -17.39
C -0.37 -17.23 -2.21
C 3.58 -15.03 -14.41
C -3.97 -17.44 -7.33
C 8.30 -13.11 -14.42
C 3.53 -14.70 -9.60
C -6.62 -17.26 -4.76
C 9.54 -15.32 -14.65
C 0.54 -13.82 -4.60
C -1.96 -12.46 -15.78
C 3.76 -23.63 -6.29
C -7.34 -20.98 -5.39
C 3.37 -14.11 -13.09
C -0.85 -16.92 -15.88
C 5.69 -17.53 -5.05
C 5.29 -14.15 -18.34
C 7.51 -14.91 -21.19
C 4.04 -19.55 -10.22
C 7.59 -15.73 -24.81
C 8.24 -15.23 -23.52
C -6.80 -18.77 -4.46
C -4.47 -17.33 -5.84
H 12.19 -14.28 -17.52
H -3.41 -12.54 -3.29
H 10.37 -13.90 -19.11
H 2.84 -16.89 -8.09
H 2.52 -13.10 -4.29
H 6.38 -16.70 -4.94
H 5.75 -17.95 -4.04
H -3.88 -16.66 -5.22
H 4.65 -18.62 -12.05
H 6.48 -13.27 -20.64
H -5.87 -19.17 -4.05
H 4.49 -15.21 -9.53
H 2.33 -13.80 -13.06
H 1.14 -16.97 -18.36
H 0.94 -17.75 -14.98
H 6.35 -17.88 -7.03
H -7.46 -18.93 -3.61
H -2.62 -18.25 -9.43
H -3.86 -14.13 -15.28
H -2.40 -17.78 -2.89
H 11.77 -12.72 -16.78
H 6.99 -15.86 -27.36
H 7.76 -15.93 -20.88
H -1.75 -12.42 -14.72
H 5.74 -13.17 -18.20
H 2.15 -15.30 -7.58
H 2.55 -14.80 -4.85
H 2.89 -14.75 -15.21
H -7.64 -16.92 -4.91
H -4.36 -14.87 -3.15
H -4.67 -12.61 -2.08
H 8.21 -12.72 -18.56
H 9.07 -12.47 -14.84
H 4.26 -14.05 -18.68
H 3.53 -17.72 -11.17
H -6.38 -21.48 -5.45
H 0.12 -14.72 -5.07
H -6.19 -16.79 -3.87
H 7.68 -13.41 -15.26
H 8.96 -14.42 -23.69
H 8.79 -15.82 -15.26
H -2.37 -16.55 -9.18
H 6.95 -19.05 -5.86
H -7.88 -21.09 -4.45
H 5.14 -14.76 -17.45
H -4.27 -16.48 -7.74
H 2.04 -14.57 -3.31
H 8.39 -11.01 -18.30
H -7.91 -21.25 -6.27
H -1.04 -17.73 -8.86
H 5.74 -22.62 -6.48
H 2.74 -23.23 -6.25
H 6.95 -16.56 -24.50
H 4.57 -20.46 -10.50
H 0.68 -17.54 -2.15
H -2.78 -16.37 -14.52
H 11.20 -15.56 -15.94
H -1.37 -17.80 -15.50
H 2.68 -13.11 -10.81
H -1.25 -16.68 -16.87
H 5.34 -17.78 -10.74
H 6.15 -14.34 -27.28
H -2.98 -12.67 -1.48
H 1.20 -16.76 -8.28
H 3.48 -14.07 -8.71
H 8.89 -16.01 -23.11
H 11.83 -12.77 -19.29
H -3.30 -15.38 -16.49
H 4.56 -21.90 -5.40
H -4.43 -18.32 -5.38
H 3.94 -13.21 -13.29
H 1.33 -16.58 -16.16
H -0.72 -17.22 -1.18
H -3.61 -14.86 -1.51
H 8.45 -12.05 -16.99
H -1.19 -18.08 -4.07
H -1.32 -11.77 -16.33
H 2.99 -19.77 -10.38
H 8.40 -16.14 -25.41
H 9.95 -16.08 -13.98
H 7.68 -12.43 -13.84
H 8.45 -14.43 -20.93
H 4.48 -13.07 -10.87
H 6.19 -14.62 -13.32
H 5.40 -15.82 -26.46
H 3.99 -24.21 -5.39
H 6.74 -15.81 -14.53
H 3.87 -24.17 -7.23
H -1.30 -19.10 -2.52
H -0.25 -18.00 -18.39
H 1.28 -18.66 -18.92
H -4.45 -18.14 -8.03
H -2.59 -14.92 -13.68
H 3.21 -15.97 -14.00
H -2.91 -11.92 -15.71
H 4.76 -17.02 -5.30
H 5.76 -16.25 -13.20
H 0.39 -13.00 -5.31
H 11.48 -14.36 -14.90
H 5.45 -14.63 -21.13

As for the lowest unoccupied orbital energy: 0.461 eV. Its energy above the lowest of the compared OMol25 structures with the same formula, charge and spin is 648.8 kJ/mol. Its SMILES is CCOP(=O)(OCC)OCC.CCOP(=O)(OCC)OCC.COCCOCCOC.COCCOCCOC.COCCOCCOC.COCCOCCOC.COCCOCCOC. The HOMO-LUMO gap comes out at 9.85 eV. The spin multiplicity is 1. Its total charge is 0. The value obtained for the electronic energy is -110835.925 eV.

These are the Mulliken partial charges, in e, on atoms 1 to 99: P 0.6867; P 0.6954; O -0.4265; O -0.1103; O -0.3586; O -0.2280; O -0.3965; O -0.3075; O -0.3054; O -0.4420; O -0.7340; O -0.3586; O -0.3377; O -0.7484; O -0.1948; O -0.4189; O 0.0164; O -0.2926; O -0.0284; O 0.0063; O -0.3157; O -0.1966; O -0.2088; O -0.1997; O -0.2451; C -0.8927; C -0.7344; C -0.2223; C -0.4334; C -0.7368; C -0.3283; C -0.9313; C -0.3482; C -0.9057; C -0.7093; C -0.1199; C -0.1247; C -0.5462; C -0.2023; C -0.8521; C -1.2443; C 0.0662; C -0.3885; C -0.7431; C -0.9654; C -0.7404; C -0.3991; C -0.4546; C -0.8133; C -0.7443; C -0.5065; C -0.2228; C -0.4057; C -0.1887; C -0.8549; C -1.2485; C -0.6967; C -0.9741; C -0.3321; C -1.2511; C -0.5125; C -0.4323; C -0.6231; C -0.4423; C -0.6923; C -0.7417; C 0.4667; H 0.4604; H 0.3122; H 0.1059; H 0.1546; H 0.3182; H 0.4107; H 0.3307; H -0.1165; H 0.4317; H 0.2597; H 0.3727; H 0.2463; H 0.5550; H 0.2980; H 0.2766; H 0.3021; H 0.4913; H 0.3187; H 0.3608; H 0.1668; H 0.3817; H 0.3118; H 0.3875; H 0.3306; H 0.2691; H 0.2148; H 0.1109; H 0.4522; H 0.3619; H 0.1759; H 0.4173; H 0.1141

***

The lowest electronic energy belongs to which entry?
C42H100O23P2

***

What is the formula in the second record?
C42H100O23P2